{
  "formula": "C62H165N7O34",
  "method": "wB97M-V/def2-TZVPD",
  "e_tot_ev": -146996.2856,
  "spin_multiplicity": 1,
  "symbols": ["C", "O", "C", "C", "N", "C", "C", "O", "C", "H", "H", "H", "H", "H", "H", "H", "H", "H", "H", "H", "H", "H", "H", "H", "C", "O", "C", "C", "N", "C", "C", "O", "C", "H", "H", "H", "H", "H", "H", "H", "H", "H", "H", "H", "H", "H", "H", "H", "C", "O", "C", "C", "N", "C", "C", "O", "C", "H", "H", "H", "H", "H", "H", "H", "H", "H", "H", "H", "H", "H", "H", "H", "C", "O", "C", "C", "N", "C", "C", "O", "C", "H", "H", "H", "H", "H", "H", "H", "H", "H", "H", "H", "H", "H", "H", "H", "C", "O", "C", "C", "N", "C", "C", "O", "C", "H", "H", "H", "H", "H", "H", "H", "H", "H", "H", "H", "H", "H", "H", "H", "C", "O", "C", "C", "N", "C", "C", "O", "C", "H", "H", "H", "H", "H", "H", "H", "H", "H", "H", "H", "H", "H", "H", "H", "C", "O", "C", "C", "N", "C", "C", "O", "C", "H", "H", "H", "H", "H", "H", "H", "H", "H", "H", "H", "H", "H", "H", "H", "C", "C", "O", "O", "H", "H", "H", "H", "H", "H", "C", "C", "O", "O", "H", "H", "H", "H", "H", "H", "C", "C", "O", "O", "H", "H", "H", "H", "H", "H", "C", "C", "O", "O", "H", "H", "H", "H", "H", "H", "C", "C", "O", "O", "H", "H", "H", "H", "H", "H", "C", "C", "O", "O", "H", "H", "H", "H", "H", "H", "C", "C", "O", "O", "H", "H", "H", "H", "H", "H", "C", "C", "O", "O", "H", "H", "H", "H", "H", "H", "C", "C", "O", "O", "H", "H", "H", "H", "H", "H", "C", "C", "O", "O", "H", "H", "H", "H", "H", "H"],
  "xyz": [[-21.36, 23.40, -3.12], [-21.78, 24.69, -2.69], [-22.59, 25.43, -3.55], [-22.83, 26.83, -2.94], [-23.86, 26.94, -1.87], [-25.18, 26.34, -2.18], [-25.88, 27.04, -3.32], [-26.74, 26.11, -3.88], [-27.54, 26.59, -4.89], [-20.44, 23.49, -3.69], [-22.11, 22.84, -3.69], [-21.14, 22.71, -2.31], [-23.47, 24.81, -3.72], [-22.07, 25.51, -4.51], [-23.11, 27.54, -3.72], [-21.86, 27.20, -2.61], [-23.61, 26.52, -0.98], [-25.88, 26.35, -1.35], [-25.07, 25.27, -2.40], [-25.13, 27.42, -4.01], [-26.38, 27.98, -3.07], [-28.13, 27.46, -4.64], [-28.34, 25.88, -5.09], [-26.97, 26.70, -5.81], [-11.35, 18.78, -5.48], [-12.29, 19.69, -4.90], [-13.19, 20.27, -5.82], [-14.07, 21.27, -5.05], [-14.97, 20.64, -4.01], [-15.77, 21.62, -3.27], [-16.72, 21.00, -2.27], [-17.20, 22.05, -1.39], [-18.36, 21.66, -0.68], [-11.82, 17.85, -5.78], [-10.52, 18.52, -4.82], [-10.94, 19.28, -6.35], [-13.76, 19.56, -6.42], [-12.59, 20.79, -6.56], [-14.62, 21.83, -5.80], [-13.36, 21.94, -4.55], [-14.32, 20.29, -3.33], [-16.42, 22.23, -3.89], [-15.06, 22.31, -2.81], [-16.22, 20.17, -1.77], [-17.52, 20.61, -2.89], [-19.19, 21.40, -1.34], [-18.66, 22.53, -0.11], [-18.07, 20.72, -0.21], [-11.20, 20.65, -1.77], [-11.38, 21.05, -0.41], [-10.24, 20.90, 0.42], [-10.85, 20.46, 1.82], [-11.40, 19.11, 1.63], [-12.37, 18.60, 2.62], [-11.71, 18.35, 4.03], [-11.22, 19.46, 4.64], [-10.98, 19.28, 6.01], [-12.14, 20.64, -2.33], [-10.92, 19.60, -1.78], [-10.50, 21.23, -2.37], [-9.62, 21.79, 0.47], [-9.70, 20.04, 0.01], [-11.57, 21.19, 2.19], [-10.03, 20.49, 2.54], [-11.76, 18.97, 0.70], [-12.86, 17.67, 2.32], [-13.12, 19.39, 2.66], [-10.84, 17.69, 3.97], [-12.44, 17.87, 4.68], [-10.74, 18.27, 6.36], [-11.98, 19.48, 6.38], [-10.39, 20.04, 6.53], [-18.82, 18.49, -9.74], [-17.65, 18.63, -8.90], [-16.44, 18.81, -9.64], [-15.12, 18.76, -8.88], [-13.91, 18.63, -9.72], [-12.83, 18.21, -8.80], [-11.46, 18.05, -9.39], [-10.65, 17.53, -8.38], [-9.29, 17.51, -8.78], [-19.07, 19.46, -10.16], [-19.67, 18.13, -9.16], [-18.67, 17.66, -10.43], [-16.51, 19.74, -10.20], [-16.36, 18.01, -10.37], [-15.20, 17.89, -8.23], [-15.04, 19.74, -8.41], [-13.79, 19.55, -10.13], [-13.07, 17.24, -8.37], [-12.77, 18.78, -7.87], [-11.09, 19.00, -9.78], [-11.51, 17.36, -10.23], [-9.10, 18.29, -9.51], [-8.96, 16.50, -9.02], [-8.74, 17.78, -7.87], [-22.69, 13.01, 3.75], [-22.41, 14.28, 3.26], [-23.40, 14.77, 2.35], [-23.08, 16.20, 2.02], [-22.44, 16.36, 0.72], [-21.98, 17.76, 0.71], [-21.38, 18.18, -0.62], [-20.06, 17.72, -0.73], [-19.49, 17.95, -1.99], [-21.72, 12.59, 4.01], [-23.00, 12.39, 2.91], [-23.42, 12.99, 4.56], [-24.41, 14.68, 2.75], [-23.47, 14.08, 1.52], [-22.53, 16.59, 2.88], [-23.94, 16.86, 1.92], [-21.71, 15.66, 0.67], [-21.21, 17.92, 1.47], [-22.75, 18.51, 0.90], [-21.44, 19.25, -0.81], [-21.98, 17.63, -1.34], [-18.58, 17.36, -2.12], [-19.11, 18.96, -2.10], [-20.04, 17.63, -2.88], [-14.56, 21.21, 0.59], [-14.87, 21.08, 1.97], [-14.92, 22.22, 2.81], [-16.10, 23.28, 2.55], [-17.36, 22.68, 3.06], [-18.50, 23.55, 2.75], [-19.76, 22.69, 2.96], [-19.86, 21.62, 1.98], [-21.23, 21.18, 1.59], [-15.39, 21.59, -0.01], [-14.16, 20.38, 0.02], [-13.69, 21.87, 0.52], [-13.94, 22.66, 2.65], [-14.78, 21.87, 3.84], [-16.15, 23.51, 1.49], [-16.06, 24.21, 3.12], [-17.50, 21.83, 2.54], [-18.37, 23.85, 1.71], [-18.68, 24.46, 3.31], [-20.57, 23.41, 2.94], [-19.80, 22.16, 3.91], [-21.85, 21.97, 1.15], [-21.64, 20.66, 2.46], [-20.98, 20.37, 0.92], [-10.83, 25.11, -8.20], [-12.09, 25.63, -7.93], [-12.88, 24.75, -7.05], [-14.22, 25.50, -6.76], [-15.10, 24.85, -5.83], [-16.37, 25.52, -5.66], [-17.01, 25.01, -4.37], [-17.53, 26.05, -3.62], [-18.53, 25.68, -2.71], [-10.40, 25.83, -8.90], [-10.96, 24.13, -8.67], [-10.28, 25.11, -7.26], [-12.42, 24.45, -6.11], [-13.02, 23.82, -7.60], [-14.75, 25.61, -7.71], [-13.90, 26.46, -6.36], [-14.63, 25.03, -4.95], [-17.17, 25.36, -6.38], [-16.19, 26.59, -5.50], [-16.34, 24.40, -3.76], [-17.86, 24.40, -4.67], [-18.21, 24.76, -2.22], [-19.46, 25.60, -3.28], [-18.71, 26.49, -2.00], [-15.07, 16.83, -1.63], [-13.71, 17.55, -1.49], [-13.33, 17.62, -0.10], [-16.23, 17.50, -1.33], [-15.04, 15.88, -1.10], [-15.09, 16.45, -2.65], [-13.70, 18.58, -1.85], [-12.91, 17.02, -2.02], [-14.01, 17.99, 0.47], [-15.95, 17.93, -0.51], [-16.30, 22.25, -8.19], [-16.70, 22.62, -9.62], [-15.98, 23.80, -10.02], [-16.87, 23.07, -7.22], [-15.22, 22.13, -8.14], [-16.60, 21.22, -7.98], [-17.79, 22.72, -9.60], [-16.37, 21.91, -10.37], [-15.09, 23.52, -10.27], [-16.21, 23.77, -7.25], [-16.94, 17.94, -5.19], [-16.94, 16.71, -6.16], [-17.88, 16.75, -7.22], [-16.34, 19.14, -5.79], [-16.39, 17.63, -4.30], [-17.95, 18.26, -4.94], [-17.08, 15.79, -5.59], [-15.98, 16.68, -6.69], [-17.68, 17.54, -7.72], [-15.92, 19.57, -5.04], [-20.51, 20.51, -5.27], [-19.16, 21.03, -5.86], [-19.06, 22.46, -5.83], [-20.54, 19.09, -5.40], [-21.41, 20.86, -5.79], [-20.64, 20.81, -4.23], [-19.01, 20.68, -6.88], [-18.35, 20.69, -5.21], [-18.22, 22.71, -6.21], [-20.66, 18.91, -6.33], [-12.80, 24.07, -1.31], [-13.80, 25.03, -1.97], [-13.58, 25.13, -3.35], [-11.47, 24.48, -1.44], [-12.97, 23.13, -1.82], [-13.09, 24.04, -0.26], [-13.76, 26.06, -1.61], [-14.85, 24.80, -1.80], [-12.64, 25.21, -3.50], [-11.22, 24.39, -2.36], [-13.67, 14.21, -4.48], [-13.46, 15.47, -5.29], [-13.69, 15.35, -6.65], [-15.04, 13.97, -4.38], [-13.19, 14.38, -3.51], [-13.11, 13.38, -4.91], [-12.48, 15.88, -5.04], [-14.23, 16.15, -4.93], [-14.39, 14.70, -6.77], [-15.36, 13.62, -5.21], [-17.88, 18.42, 1.69], [-16.49, 17.76, 1.89], [-15.51, 18.50, 1.20], [-18.06, 19.50, 2.58], [-18.62, 17.66, 1.94], [-18.10, 18.71, 0.67], [-16.52, 16.75, 1.47], [-16.14, 17.62, 2.91], [-15.48, 19.38, 1.56], [-18.92, 19.91, 2.45], [-9.96, 21.95, -5.78], [-9.35, 21.99, -7.20], [-8.18, 21.16, -7.46], [-9.19, 22.89, -4.98], [-9.94, 20.99, -5.27], [-11.02, 22.21, -5.82], [-8.95, 22.99, -7.35], [-10.11, 21.91, -7.98], [-7.76, 21.47, -8.26], [-8.40, 22.49, -4.62], [-6.70, 20.31, -3.64], [-7.18, 19.27, -4.57], [-6.60, 19.41, -5.89], [-7.23, 21.64, -3.69], [-5.61, 20.37, -3.60], [-6.96, 19.93, -2.65], [-8.27, 19.33, -4.63], [-6.96, 18.29, -4.14], [-7.03, 20.12, -6.38], [-6.83, 22.16, -2.99], [-9.12, 15.52, -3.77], [-9.61, 14.80, -5.02], [-8.60, 14.22, -5.73], [-10.28, 16.19, -3.22], [-8.40, 16.32, -3.92], [-8.70, 14.79, -3.08], [-10.22, 15.52, -5.57], [-10.27, 13.96, -4.81], [-8.83, 14.10, -6.65], [-9.92, 16.61, -2.43]]
}

***

{
  "formula": "C2H7N4O",
  "method": "wB97M-V/def2-TZVPD",
  "charge": 1,
  "e_tot_ev": -10182.1677,
  "spin_multiplicity": 1,
  "symbols": ["C", "C", "N", "N", "N", "N", "O", "H", "H", "H", "H", "H", "H", "H"],
  "xyz": [[0.57, -0.03, -0.44], [-0.36, 0.92, -0.20], [0.08, -1.35, -0.34], [-1.60, 0.21, -0.08], [2.37, 0.48, 0.28], [-1.15, -1.06, 0.29], [-0.40, 2.22, -0.19], [-0.15, -1.65, -1.30], [-2.21, 0.70, 0.59], [2.32, -0.02, 1.11], [2.97, -0.01, -0.23], [-1.78, -1.73, -0.01], [-0.90, -1.33, 1.36], [0.24, 2.63, -0.83]]
}